The following is a quantum chemistry calculation of a molecular structure, C11H20ClILuN2O2PSe at a distorted geometry, from the Open Molecules 2025 dataset.

Atoms and positions in Å:
Lu  0.21217  -0.05563  -0.26604
O  -2.33318  1.69575  0.37607
H  5.57556  2.48451  -0.21498
H  2.36804  1.16240  -4.16399
C  2.90008  0.48972  -3.46952
C  4.72699  2.15070  -0.80378
H  0.14632  -1.06406  3.45801
H  -2.65385  -2.60983  -0.00329
O  0.34492  1.93947  2.48180
C  -2.60098  -2.24534  1.02875
H  2.20561  -0.31119  -3.16691
I  2.67847  -0.96335  0.68588
C  -2.72606  0.26268  -1.55959
C  4.70735  1.36019  -1.91620
C  -2.04654  0.82965  -0.41778
H  -0.54555  -4.12477  1.66735
C  0.08260  -3.30228  1.30881
H  -3.67776  0.79138  -1.59482
H  3.34328  2.93786  1.55352
H  -2.88701  -0.81645  -1.43966
C  2.60813  1.92504  -1.43694
C  0.20491  1.23235  1.58062
H  3.51011  4.35835  0.49070
H  -2.15966  0.40557  -2.48891
Cl  -0.16827  -1.61208  -1.97974
H  -3.25385  -1.37369  1.13839
H  -1.27785  -2.13540  3.74317
Se  0.72223  2.18650  -1.59645
H  5.52271  0.89449  -2.45548
P  -0.92553  -1.81451  1.45505
H  -1.50485  -0.40525  3.29925
C  -0.88298  -1.29595  3.15988
N  3.39780  1.23240  -2.30298
N  3.43418  2.50017  -0.51734
H  0.39193  -3.47536  0.27115
C  3.03418  3.37445  0.59592
H  -2.89286  -3.03598  1.72615
H  3.73961  0.04320  -4.00459
H  1.94428  3.52372  0.62267
H  0.98129  -3.18587  1.92468

HOMO level (alpha / beta)   -15.063 / -14.946 eV
Gap between HOMO and LUMO (alpha / beta)   4.26 / 3.83 eV
Multiplicity   1
Total charge   +2
LUMO level (alpha / beta)   -10.8 / -11.1 eV

---

The following is a quantum chemistry calculation of C3H5BrIN3 in the gas phase at a distorted geometry, from the Open Molecules 2025 dataset.

Atoms and positions in Å:
N  -0.74663  -2.02935  1.23308
I  0.74390  -0.81422  -2.53587
H  -0.47400  1.48194  -1.01955
C  0.15594  -2.75370  0.66243
C  -0.86433  1.13904  -0.10354
H  -0.35487  -3.55216  0.01857
H  -0.65315  1.98264  0.52636
H  1.77214  -0.90216  -0.02893
N  -1.02301  -0.87427  1.08506
N  -0.24149  -0.13012  0.25224
C  0.77713  -0.82022  -0.41715
Br  1.90373  -3.11783  1.46751
H  -1.99036  1.09000  -0.10518

HOMO level   -8.175 eV
Gap between HOMO and LUMO   8.06 eV
Multiplicity   1
Total charge   0
LUMO level   -0.1 eV

---

The following is a quantum chemistry calculation of 8 unconnected molecules or ions with the total composition BrH15O7 at a distorted geometry, from the Open Molecules 2025 dataset.

Atoms and positions in Å:
H  0.15422  2.48387  -2.82543
H  3.30922  -1.89113  0.72857
H  3.13022  2.01787  0.15257
H  -1.04778  1.07187  1.89257
O  0.07422  -1.90613  -2.70043
O  0.25822  2.87187  -1.92843
H  2.43822  -0.84213  -0.06043
H  0.18422  -2.14213  -1.78643
Br  -0.17878  0.14387  -0.06443
H  -0.08778  -2.59013  -3.28043
H  -4.13478  -0.04613  0.44857
O  2.50022  2.05987  0.80957
H  -1.17978  -2.07013  3.11557
H  -0.55978  -1.23213  -2.80543
O  3.32722  -1.26313  -0.03743
H  -0.42278  -1.29813  1.90557
H  -2.74378  -0.37113  -0.22543
H  -1.19578  2.12587  2.76457
O  -3.60778  -0.25713  -0.33443
H  1.77622  1.61687  0.47557
O  -1.67678  1.35187  2.47257
O  -0.28578  -1.85513  2.74757
H  -0.03078  2.02087  -1.46443

HOMO level   -9.979 eV
Gap between HOMO and LUMO   8.03 eV
Multiplicity   1
Total charge   0
LUMO level   -2.0 eV
Relative energy (zero: lowest compared OMol25 entry of this formula, charge and spin)   0.848 eV

---

The following is a quantum chemistry calculation of a molecular structure, C7H10, from the Open Molecules 2025 dataset.

Atoms and positions in Å:
C  0.96166  -1.63784  -0.72654
C  0.24647  -0.11639  0.23556
H  -1.14980  1.88434  2.03911
C  -1.71325  1.00932  1.70533
H  0.88150  -0.26508  -2.74750
C  1.16619  -1.05769  0.63047
H  -1.06161  0.13799  1.76559
H  1.79516  1.36625  -0.38712
H  2.09313  -0.80943  1.14368
H  -2.58235  0.82716  2.33315
C  0.83929  0.92653  -0.68155
H  -2.02131  1.15366  0.66522
C  0.79302  -0.31491  -1.66100
H  0.14708  1.68971  -1.05927
C  -0.33285  -0.92647  -0.91117
H  -1.31932  -1.27255  -1.19127
H  1.25698  -2.59461  -1.15270

HOMO level   -7.884 eV
Gap between HOMO and LUMO   8.53 eV
Multiplicity   1
Total charge   0
LUMO level   0.7 eV
Relative energy (zero: lowest compared OMol25 entry of this formula, charge and spin)   6.406 eV

---

The following is a quantum chemistry calculation of C3H5NS2 in the gas phase at a distorted geometry, from the Open Molecules 2025 dataset.

Atoms and positions in Å:
C  0.39396  -0.56580  0.70322
H  -1.91626  -3.00718  0.17029
N  -0.22349  -1.62295  0.52395
C  0.09758  0.74234  0.09337
H  1.02201  1.94882  1.73942
H  -0.83634  0.75237  -0.57012
C  0.49565  1.98786  0.76008
H  -0.13655  2.76586  0.54056
H  1.40239  -0.66130  1.20697
S  1.45983  1.55315  -0.71296
S  -1.70321  -1.76717  -0.29297

HOMO level   -8.887 eV
SMILES   S/N=C\[C@H]1CS1
Gap between HOMO and LUMO   9.66 eV
Multiplicity   1
Total charge   0
LUMO level   0.8 eV
Relative energy (zero: lowest compared OMol25 entry of this formula, charge and spin)   1.887 eV

---

The following is a quantum chemistry calculation of a molecular structure, H14Na6O11S at a distorted geometry, from the Open Molecules 2025 dataset.

Atoms and positions in Å:
H  6.06487  6.18788  -4.04102
O  6.40148  2.11486  -5.01922
Na  2.51950  2.03432  -4.38727
H  6.58552  4.55544  -7.64934
Na  3.71196  5.98709  -5.58666
H  4.86226  0.00372  -2.98423
Na  8.22016  1.04373  -3.88672
H  4.46201  4.11787  -2.44525
O  4.16113  0.66302  -3.03401
H  7.03002  2.84139  -2.14225
Na  5.41520  0.18846  -6.02866
S  5.87019  3.52372  -4.94306
O  5.73328  7.04828  -4.33917
H  2.93890  4.32792  -2.39788
H  7.04886  5.16164  -2.44461
H  6.39982  7.35604  -4.97215
H  6.27056  5.24547  -9.03518
H  6.64892  5.57085  -1.00634
O  7.32102  5.67811  -1.68788
H  7.84230  2.38405  -0.93282
Na  3.91624  3.07058  -7.38434
O  6.77770  4.55325  -8.59680
O  6.51664  4.35646  -5.95977
O  6.10532  4.06366  -3.63118
O  3.65698  3.82984  -1.99414
H  9.20924  5.63780  -6.68122
O  4.38392  3.52752  -5.26698
O  7.73342  2.23434  -1.88244
H  7.80103  5.70391  -6.09118
H  4.54439  1.42829  -2.57492
Na  8.11385  2.64863  -7.32197
O  8.58943  6.22771  -6.24062

HOMO level   -20.532 eV
Gap between HOMO and LUMO   5.44 eV
Multiplicity   1
Total charge   +4
LUMO level   -15.1 eV
Relative energy (zero: lowest compared OMol25 entry of this formula, charge and spin)   1.138 eV

---

The following is a quantum chemistry calculation of 2 unconnected molecules or ions with the total composition C5H15NO2 at a distorted geometry, from the Open Molecules 2025 dataset.

Atoms and positions in Å:
H  0.40546  1.89518  0.38183
H  2.09619  0.37244  2.83779
H  -0.38288  -0.79425  -3.30699
H  -1.38712  1.63372  2.24358
H  0.30408  0.91776  -2.59020
H  -0.06266  -0.77683  1.18129
C  -0.49953  0.98264  2.02886
H  1.30414  -1.43081  -1.81303
H  -2.34499  0.27487  -0.12323
C  0.54721  -1.39811  -0.94801
H  -0.71635  1.25856  -0.33574
O  2.32089  -0.24383  1.97331
N  -0.89649  -0.19967  1.24045
H  1.13516  -0.99807  -0.08824
H  -1.51466  0.33082  -2.90702
H  -0.24694  0.56198  3.04160
C  -0.76966  -0.67513  -1.21799
C  -0.51099  0.07948  -2.60172
O  0.54253  1.77052  1.43320
H  3.29884  -0.06783  1.81987
C  -1.25658  0.35881  -0.09359
H  -1.79953  -1.38712  -1.45138
H  0.43386  -2.46512  -0.70465

HOMO level   -9.361 eV
SMILES   CC(C)CNCO.O
Gap between HOMO and LUMO   10.05 eV
Multiplicity   1
Total charge   0
LUMO level   0.7 eV
Relative energy (zero: lowest compared OMol25 entry of this formula, charge and spin)   3.545 eV

---

The following is a quantum chemistry calculation of 2 unconnected molecules or ions with the total composition C3H8O4, from the Open Molecules 2025 dataset.

Atoms and positions in Å:
H  0.99814  -0.69728  0.99808
O  -1.61776  -1.23614  -1.80377
C  1.80639  -0.05010  0.66376
C  1.37958  0.78217  -0.53732
H  1.08474  0.14189  -1.36604
H  -2.15818  0.81042  1.76577
H  0.53916  1.42726  -0.28644
O  -2.24903  0.89276  0.80422
H  -1.34404  -1.86257  -1.09374
H  2.65753  -0.67718  0.40842
H  2.09446  0.59364  1.49235
C  -1.88408  -0.22526  0.20554
O  -1.49660  -1.22921  0.73772
H  2.19908  1.41350  -0.87326
O  -2.00939  -0.08390  -1.11530

HOMO level   -11.017 eV
SMILES   O=C(O)OO.CC
Gap between HOMO and LUMO   11.51 eV
Multiplicity   1
Total charge   0
LUMO level   0.5 eV
Relative energy (zero: lowest compared OMol25 entry of this formula, charge and spin)   2.793 eV

---

Electronic energy values, unit hartree, following the record order: -5426.8095 -3153.1143 -3109.5805 -272.4826 -968.3757 -2206.7898 -404.6248 -419.9888.